The following is a quantum chemistry calculation of a molecular structure, C15H15NTl, from OMol25.

Geometry (Å):
1 C -0.450 1.163 -2.188
2 C 0.950 1.276 -1.939
3 C 1.130 2.099 -0.787
4 C -0.159 2.500 -0.328
5 C -1.137 1.925 -1.195
6 Tl -0.138 -0.337 0.437
7 N -1.553 -1.583 -0.625
8 C -0.386 -2.633 -0.763
9 C 0.944 -1.958 -0.657
10 H 2.089 2.417 -0.375
11 H 1.744 0.857 -2.560
12 H -0.361 3.164 0.513
13 H -2.215 2.092 -1.155
14 H -0.908 0.640 -3.029
15 H 1.329 -1.573 -1.600
16 H -0.469 -3.454 -0.018
17 H -2.237 -2.043 -0.010
18 H 1.649 -2.424 0.032
19 H -0.513 -3.096 -1.766
20 C 0.178 0.343 2.332
21 C 0.095 0.221 3.573
22 C 0.037 0.109 4.976
23 C -1.060 0.637 5.693
24 C -1.060 0.609 7.088
25 C 0.023 0.047 7.780
26 C 1.077 -0.549 7.073
27 C 1.086 -0.526 5.679
28 H -1.897 1.073 5.144
29 H -1.904 1.032 7.635
30 H 0.041 0.066 8.872
31 H 1.899 -1.030 7.608
32 H 1.901 -0.987 5.118

Results
Energy in a.u.: -807.6455
Net charge: -1
2S+1: 1